No. 1
Below is a cluster of 3 separate species, C9H19BNO12S2 in total at a distorted geometry, with properties calculated with the ωB97M-V functional and the def2-TZVPD basis.

Results
- highest occupied orbital energy (eV) = -4.48
- energy relative to the best compared isomer or geometry (same formula, charge and spin) (kcal per mole) = 23.4
- E_LUMO (eV) = 2.17

```
! wB97M-V def2-TZVPD RIJCOSX def2/J DEFGRID3
* xyz -1 1
C -5.670 4.292 -1.810
C -5.973 2.740 -1.964
N -4.853 1.955 -2.488
C -3.787 1.722 -1.493
C -3.601 0.216 -1.092
B -3.503 -0.037 0.482
O -3.839 0.888 1.495
O -3.024 -1.312 0.923
C -2.430 2.310 -2.017
O -2.059 2.181 -3.201
O -1.640 2.917 -1.184
H -5.345 4.572 -0.783
H -6.617 4.856 -2.038
H -4.911 4.601 -2.565
H -6.400 2.305 -1.021
H -6.796 2.675 -2.731
H -4.506 2.411 -3.331
H -4.053 2.304 -0.573
H -2.661 -0.200 -1.540
H -4.457 -0.413 -1.470
H -4.798 1.030 1.435
H -3.759 -1.933 1.034
C 0.834 0.473 0.170
C 0.330 -0.921 0.491
O 1.488 -1.632 0.957
S 2.464 -0.603 1.719
O 2.229 -0.710 3.120
O 3.768 -0.721 1.155
O 1.795 0.762 1.199
H 1.347 0.498 -0.793
H 0.034 1.216 0.171
H -0.102 -1.416 -0.375
H -0.403 -0.901 1.300
C 6.881 -2.436 2.124
C 6.339 -3.338 1.035
O 7.500 -3.847 0.368
S 8.700 -3.995 1.435
O 8.747 -5.347 1.876
O 9.841 -3.318 0.924
O 8.051 -3.104 2.612
H 7.183 -1.466 1.722
H 6.164 -2.284 2.929
H 5.697 -2.805 0.337
H 5.793 -4.185 1.457
*
```

No. 2
Below is a structure of composition C9H19BeF5N2O5S2 at a distorted geometry, with properties calculated with the ωB97M-V functional and the def2-TZVPD basis.

Results
- highest occupied orbital energy (eV) = -4.03
- energy relative to the best compared isomer or geometry (same formula, charge and spin) (kcal per mole) = 191.4
- E_LUMO (eV) = -0.88

```
! wB97M-V def2-TZVPD RIJCOSX def2/J DEFGRID3
* xyz -2 1
Be 4.211 -21.033 -18.958
F 0.330 -21.506 -16.821
F 1.398 -19.624 -21.235
F 4.079 -24.266 -16.848
N 4.638 -18.089 -15.823
S 4.230 -18.292 -14.204
O 4.936 -17.722 -13.139
O 3.664 -19.631 -13.855
F 2.926 -17.374 -14.285
S 5.382 -16.781 -15.625
O 6.803 -16.863 -15.250
O 4.714 -15.588 -15.177
F 5.380 -16.660 -17.192
C 10.813 -21.910 -20.411
C 9.904 -20.811 -19.779
C 10.727 -19.467 -19.489
C 11.246 -18.638 -20.723
C 9.919 -18.180 -21.268
C 9.006 -19.390 -21.767
N 8.818 -20.452 -20.663
O 8.124 -21.554 -21.117
C 7.667 -18.769 -22.140
C 9.765 -19.988 -23.010
C 9.337 -21.211 -18.416
H 11.757 -21.448 -20.699
H 10.494 -22.310 -21.373
H 11.055 -22.769 -19.785
H 10.220 -18.751 -18.843
H 11.647 -19.684 -18.945
H 11.749 -19.174 -21.527
H 11.721 -17.684 -20.496
H 10.093 -17.522 -22.120
H 9.370 -17.540 -20.578
H 7.227 -18.055 -21.444
H 7.766 -18.246 -23.091
H 6.953 -19.577 -22.295
H 10.684 -20.560 -22.886
H 9.035 -20.672 -23.443
H 10.029 -19.155 -23.662
H 9.080 -22.263 -18.291
H 8.363 -20.774 -18.194
H 9.964 -20.946 -17.564
H 8.650 -21.767 -21.892
*
```

No. 3
Below is a structure of composition C9H19Cl2NO3PY at a distorted geometry, with properties calculated with the ωB97M-V functional and the def2-TZVPD basis.

Results
- highest occupied orbital energy (eV) = -16.10
- energy relative to the best compared isomer or geometry (same formula, charge and spin) (kcal per mole) = 0.0
- E_LUMO (eV) = -7.30

```
! wB97M-V def2-TZVPD RIJCOSX def2/J DEFGRID3
* xyz 2 1
C -0.661 -3.936 -3.519
C -0.211 -3.061 -2.427
H -1.757 -3.988 -3.576
H -0.257 -4.944 -3.336
H -0.259 -3.566 -4.477
O -0.889 -2.229 -1.784
Cl 1.516 -3.263 -1.967
Y 0.512 -1.067 -0.260
P -0.336 1.336 -1.452
C -1.773 2.439 -1.414
C 0.979 2.592 -1.400
H 0.438 0.134 -3.426
H -0.217 1.761 -3.824
H -1.329 0.392 -3.467
C -0.364 0.855 -3.218
H 1.951 2.091 -1.367
H 0.894 3.237 -2.283
H -1.650 3.197 -2.202
H -1.826 2.935 -0.437
H 0.863 3.185 -0.485
H -2.706 1.887 -1.577
C -2.031 -0.025 0.301
O -3.003 0.226 0.868
Cl 2.829 -0.309 -0.480
C 2.134 -0.125 3.642
N 0.681 -0.073 3.844
C 0.129 0.519 5.059
C -0.148 -0.467 2.898
O 0.273 -1.013 1.822
H 2.603 0.047 4.611
H 2.467 0.647 2.934
H 2.429 -1.101 3.240
H -0.317 1.500 4.858
H -0.664 -0.127 5.456
H 0.929 0.632 5.790
H -1.229 -0.321 3.054
*
```

No. 4
Below is a structure of composition C9H19ClNO3V at a distorted geometry, with properties calculated with the ωB97M-V functional and the def2-TZVPD basis.

Results
- highest occupied orbital energy (eV) = -8.44
- energy relative to the best compared isomer or geometry (same formula, charge and spin) (kcal per mole) = 127.6
- E_LUMO (eV) = -4.20

```
! wB97M-V def2-TZVPD RIJCOSX def2/J DEFGRID3
* xyz 0 1
O -0.062 -2.769 4.196
V -0.372 -1.225 4.720
O -1.697 -1.065 5.563
Cl 2.671 0.362 7.392
C -1.872 1.227 -1.288
C -1.336 -0.029 -0.558
C -1.037 -1.168 -1.602
C 0.310 -1.006 -2.301
C 1.515 -0.770 -1.432
C 1.273 0.340 -0.382
N -0.065 0.192 0.256
O -0.286 1.163 1.221
C 2.468 0.136 0.687
C 1.432 1.720 -1.175
C -2.446 -0.617 0.357
H -1.265 1.616 -2.105
H -2.894 1.085 -1.641
H -2.082 2.082 -0.646
H -1.064 -2.168 -1.170
H -1.820 -1.050 -2.352
H 0.503 -1.980 -2.750
H 0.221 -0.189 -3.017
H 2.275 -0.416 -2.128
H 1.683 -1.743 -0.970
H 2.197 -0.778 1.215
H 2.499 0.918 1.446
H 3.512 0.119 0.376
H 2.433 1.990 -1.512
H 1.060 2.633 -0.710
H 0.976 1.712 -2.165
H -2.156 -1.584 0.769
H -2.760 0.015 1.188
H -3.402 -0.696 -0.159
H -0.408 1.944 0.677
*
```

| no. | frontier orbital gap (eV) | E (eV) |
| --- | --- | --- |
| 1 | 6.7 | -58049.9941 |
| 2 | 3.1 | -58504.4089 |
| 3 | 8.8 | -52639.7127 |
| 4 | 4.2 | -55477.0893 |